DFT (ωB97M-V/def2-TZVPD) results for a 10-piece molecular cluster, C36H72O16 overall.

- SMILES string = CCOC(C)=O.CCOC(C)=O.CCOC(C)=O.CCOC(C)=O.CCOC(C)=O.CCOC(C)=O.CC(C)=O.CC(C)=O.CC(C)=O.CC(C)=O
- calculated total energy (hartree) = -2618.1981
- Kohn-Sham gap (eV) = 9.76
- net charge = 0
- ΔE to the lowest compared entry with this formula, charge and spin (kJ/mol) = 1443.0

Geometry (Å):
O  -3.508  6.945  -2.314
O  -1.889  0.670  -0.845
O  4.238  -2.703  2.030
O  -5.614  6.010  1.619
O  2.312  -1.187  -3.562
O  -7.160  -1.201  -2.117
O  -1.075  -3.783  -0.531
O  2.221  2.507  0.871
O  3.037  -7.395  -0.210
O  2.888  4.123  -0.580
O  4.657  -0.569  2.659
O  -1.392  5.961  -2.348
O  4.215  -5.889  -1.471
O  -0.139  -0.151  0.474
O  -0.816  1.777  5.649
O  -4.884  4.110  0.605
C  3.184  -5.101  -1.749
C  3.415  -1.166  -4.282
C  -6.453  -3.248  -1.145
C  -2.414  6.665  -1.867
C  5.558  -3.164  2.283
C  2.044  2.240  -1.495
C  5.766  -4.578  2.236
C  -0.809  -0.071  -0.552
C  3.374  -0.563  -5.687
C  -4.846  -1.185  -0.983
C  -1.109  0.575  5.180
C  -2.274  6.884  -0.325
C  2.410  -1.279  1.946
C  -5.018  4.905  1.594
C  -1.219  -2.959  1.832
C  -4.819  3.764  -1.831
C  -2.380  1.500  0.196
C  4.760  -1.533  -3.690
C  -1.136  -0.702  6.046
C  -0.514  4.307  -3.823
C  5.398  -7.773  -0.537
C  -4.392  4.357  2.935
C  3.108  -3.877  -0.840
C  -6.265  -1.767  -1.376
C  -0.682  -3.962  0.694
C  -0.440  -0.802  -1.792
C  -1.754  0.563  3.792
C  3.956  -1.505  2.237
C  4.096  -7.007  -0.749
C  -5.502  4.396  -0.619
C  2.400  3.086  -0.307
C  2.135  2.194  3.187
C  0.218  -5.046  1.087
C  -1.715  2.911  0.130
C  2.395  3.175  2.075
C  -1.334  5.517  -3.719
H  -5.569  -3.799  -1.810
H  4.175  0.117  -5.740
H  -1.331  -1.228  -2.353
H  4.663  -1.909  -2.924
H  5.252  -8.441  0.392
H  0.217  -1.619  -1.409
H  3.401  3.525  2.117
H  -1.773  5.922  0.183
H  -6.340  -3.243  -0.103
H  2.288  -0.332  1.350
H  -3.910  5.363  3.490
H  -5.285  4.256  -2.670
H  1.959  -2.061  1.427
H  6.313  -7.141  -0.446
H  5.291  -2.284  -4.410
H  -0.527  -2.202  2.112
H  -1.195  6.324  -4.383
H  -2.091  -2.400  1.335
H  0.401  4.520  -3.479
H  -2.331  5.312  -3.946
H  1.171  -4.812  1.410
H  -2.431  3.533  0.471
H  -4.130  -1.829  -1.182
H  -1.041  0.261  3.117
H  -5.001  3.723  3.451
H  2.168  -3.321  -0.993
H  -5.670  5.437  -0.936
H  2.401  1.162  2.852
H  -7.438  -3.655  -1.386
H  -3.306  6.955  0.124
H  -4.748  -0.089  -1.283
H  -1.200  -1.677  5.514
H  2.529  2.535  -2.490
H  5.550  -0.802  -3.607
H  -2.130  1.069  1.197
H  1.642  4.051  2.106
H  2.270  -5.769  -1.997
H  3.310  -4.627  -2.723
H  1.772  -1.366  2.726
H  -1.846  7.784  -0.266
H  -4.596  2.631  -1.931
H  -6.511  4.164  -0.598
H  -1.992  -0.858  6.723
H  6.035  -2.816  3.177
H  -1.499  -3.374  2.544
H  2.276  -0.269  -6.035
H  5.266  -5.150  3.034
H  1.058  1.995  3.392
H  5.986  -2.706  1.343
H  0.124  -0.242  -2.206
H  -0.130  -5.818  1.835
H  -3.453  1.597  0.075
H  -2.413  -0.289  3.775
H  0.549  -5.472  0.217
H  -0.032  3.979  -4.776
H  2.291  1.102  -1.279
H  -3.774  3.574  2.612
H  -0.367  -0.624  6.872
H  -0.971  3.048  0.897
H  1.013  2.169  -1.678
H  3.029  -4.229  0.253
H  6.706  -4.755  2.756
H  -2.365  1.467  3.230
H  5.614  -8.574  -1.294
H  5.568  -5.035  1.345
H  3.675  -1.351  -6.298
H  4.077  -3.258  -0.939
H  -1.550  3.127  -0.950
H  -3.892  4.210  -1.903
H  2.444  2.731  3.973
H  -0.937  3.724  -3.109
H  -4.928  -0.966  0.152

Results of the Mulliken charge analysis, in e, for atoms 1 through 6: -0.58, -0.42, -0.07, -0.63, -0.46, -0.59

=====

DFT (ωB97M-V/def2-TZVPD) results for C6H12O4S in the gas phase.

- SMILES string = CO[C@H]1CS(=O)(=O)C[C@H]1OC
- calculated total energy (hartree) = -934.8711
- Kohn-Sham gap (eV) = 10.47
- net charge = 0
- ΔE to the lowest compared entry with this formula, charge and spin (kJ/mol) = 253.0

Geometry (Å):
S  1.081  0.936  -1.655
O  -1.561  0.992  1.017
O  0.914  1.076  -3.147
O  1.004  -0.346  1.060
O  2.426  1.233  -1.162
C  2.137  -1.213  1.314
C  -0.254  1.692  -0.693
C  -2.755  0.307  1.435
C  -0.951  0.451  -0.166
C  0.165  -0.670  0.033
C  0.759  -0.780  -1.372
H  0.029  -1.123  -2.100
H  -3.325  -0.052  0.557
H  2.797  -1.455  0.437
H  -0.306  -1.656  0.208
H  0.100  2.310  0.056
H  -2.433  -0.566  2.006
H  1.638  -1.389  -1.409
H  -3.465  0.951  1.941
H  1.809  -2.184  1.767
H  -0.900  2.317  -1.390
H  2.812  -0.773  2.094
H  -1.721  -0.060  -0.831

Results of the Mulliken charge analysis, in e, for atoms 1 through 6: 1.22, -0.40, -0.72, -0.31, -0.65, -0.72

=====

DFT (ωB97M-V/def2-TZVPD) results for C26H28N2O8 in the gas phase.

- SMILES string = CCC[C@@]1(C(=O)OC)N[C@@H](c2ccc(OC)c(OC)c2)[C@@H]2C(=O)N(c3ccc4c(c3)OCO4)C(=O)[C@@H]21
- calculated total energy (hartree) = -1719.0087
- Kohn-Sham gap (eV) = 8.68
- net charge = 0
- ΔE to the lowest compared entry with this formula, charge and spin (kJ/mol) = 12.0

Geometry (Å):
O  -0.834  3.286  -0.102
O  -2.652  1.483  1.289
O  -7.053  -2.715  0.581
O  5.441  -0.510  -1.124
O  -2.022  -2.765  -0.202
O  -1.586  1.789  -1.579
O  5.884  -2.825  0.570
O  -7.979  -1.092  -0.767
N  0.509  0.169  -1.162
N  -2.632  -0.642  0.426
C  -1.736  -1.680  0.226
C  0.178  1.110  -0.102
C  7.072  -2.332  -0.005
C  -6.090  -1.808  0.237
C  -0.839  2.103  -0.681
C  -1.864  4.189  -0.491
C  -0.357  -1.185  0.614
C  2.719  3.316  1.928
C  1.470  1.770  0.407
C  -4.767  -1.783  0.597
C  2.279  -2.699  0.485
C  5.165  0.602  -1.938
C  2.003  -1.590  -0.298
C  0.580  -1.181  -0.625
C  3.064  -0.887  -0.853
C  4.663  -2.339  0.207
C  -4.555  0.253  -0.726
C  -6.652  -0.822  -0.580
C  -5.902  0.218  -1.074
C  4.388  -1.225  -0.607
C  -8.239  -2.281  -0.050
C  3.590  -3.057  0.727
C  -4.009  -0.722  0.094
C  1.397  2.593  1.693
C  -0.554  0.273  1.005
C  -2.052  0.497  0.947
H  2.822  -0.056  -1.493
H  4.604  1.370  -1.396
H  1.205  1.943  2.548
H  1.836  2.409  -0.401
H  0.589  3.319  1.634
H  -1.567  5.168  -0.123
H  7.865  -2.960  0.401
H  -3.921  1.039  -1.105
H  7.061  -2.420  -1.094
H  -4.333  -2.544  1.221
H  0.205  -1.894  -1.369
H  4.615  0.318  -2.841
H  6.139  1.000  -2.221
H  -1.973  4.197  -1.577
H  3.539  2.603  1.987
H  0.045  -1.804  1.415
H  -8.594  -3.060  -0.744
H  1.484  -3.306  0.890
H  -0.180  0.534  1.992
H  -2.804  3.876  -0.033
H  2.684  3.877  2.859
H  7.256  -1.291  0.270
H  2.925  4.011  1.118
H  -6.340  0.970  -1.708
H  2.196  0.968  0.551
H  -0.195  0.232  -1.892
H  3.823  -3.918  1.334
H  -9.013  -2.091  0.710

Results of the Mulliken charge analysis, in e, for atoms 1 through 6: -0.23, -0.60, -0.51, -0.50, -0.64, -0.67

=====

DFT (ωB97M-V/def2-TZVPD) results for a 6-piece molecular cluster, C23H23N5O2 overall.

- SMILES string = C#CCc1cccc2c1C(=O)C=CC2=O.CC#N.CC#N.CC#N.CC#N.CC#N
- calculated total energy (hartree) = -1313.7056
- Kohn-Sham gap (eV) = 7.16
- net charge = 0
- ΔE to the lowest compared entry with this formula, charge and spin (kJ/mol) = 2216.0

Geometry (Å):
O  1.963  2.035  1.437
O  -1.793  5.740  -0.216
N  -2.592  1.557  1.927
N  2.851  -2.938  -0.231
N  4.577  -7.923  3.945
N  -4.246  0.432  -4.483
N  6.346  -1.564  2.211
C  -4.756  3.076  -2.448
C  -5.104  2.473  1.162
C  -3.981  -2.262  -5.121
C  -0.674  0.255  -2.190
C  0.717  2.506  1.306
C  5.747  -0.631  1.611
C  -4.126  -0.790  -4.772
C  -1.284  3.158  -0.627
C  -1.146  4.402  1.885
C  5.584  -7.186  4.125
C  5.025  0.494  0.888
C  -3.731  1.972  1.580
C  0.149  0.652  -0.822
C  3.181  -3.748  0.678
C  -3.236  3.753  -2.625
C  -1.829  1.318  -2.759
C  -6.122  2.710  -2.626
C  6.799  -6.299  4.342
C  -0.086  3.442  2.392
C  3.578  -4.723  1.774
C  -1.463  4.532  0.248
C  -2.111  2.748  -1.982
C  -0.145  2.076  -0.058
H  -5.573  1.754  0.485
H  0.979  -0.045  -0.374
H  4.612  -4.540  2.080
H  -3.722  -2.834  -4.225
H  4.916  0.246  -0.172
H  -4.922  -2.643  -5.528
H  -2.964  3.871  -3.781
H  5.595  1.423  0.979
H  4.033  0.641  1.323
H  -3.192  -2.393  -5.867
H  6.988  -6.180  5.413
H  -1.708  5.016  2.711
H  -5.010  3.435  0.650
H  6.624  -5.314  3.900
H  2.923  -4.597  2.641
H  -0.423  -0.754  -2.730
H  -2.417  1.011  -3.723
H  7.678  -6.749  3.873
H  -5.739  2.600  2.043
H  0.181  3.328  3.544
H  -3.245  4.838  -2.188
H  -7.197  2.367  -3.015
H  3.491  -5.750  1.409

Results of the Mulliken charge analysis, in e, for atoms 1 through 6: -0.51, -0.57, -0.43, -0.46, -0.44, -0.53

=====

DFT (ωB97M-V/def2-TZVPD) results for a 3-piece molecular cluster, C13H21N2O8P overall.

- SMILES string = CCOCCOOC(=O)OP(=O)(O)O.c1cc[nH]c1.c1cc[nH]c1
- calculated total energy (hartree) = -1560.7413
- Kohn-Sham gap (eV) = 8.16
- net charge = 0
- ΔE to the lowest compared entry with this formula, charge and spin (kJ/mol) = 0.0

Geometry (Å):
P  -0.647  1.361  0.175
O  -1.725  2.346  0.206
O  -2.291  -0.943  -0.731
O  -2.359  -1.763  1.341
O  -2.607  -1.086  2.589
O  -0.975  -0.050  0.872
O  0.628  1.715  1.057
O  -4.253  1.224  4.060
O  -0.128  0.984  -1.279
N  3.948  -1.188  -4.059
N  1.452  -1.714  -0.070
C  4.788  -0.128  -4.257
C  -3.967  -0.600  2.573
C  3.394  -2.638  -0.599
C  5.294  -0.225  -5.526
C  -4.655  2.562  4.314
C  -1.958  -0.890  0.391
C  2.118  -1.910  1.106
C  3.909  -1.963  -5.185
C  -4.029  0.916  2.698
C  3.329  -2.481  0.813
C  4.736  -1.392  -6.116
C  -3.916  3.629  3.510
C  2.218  -2.156  -1.111
H  -2.858  3.375  3.401
H  -4.342  3.784  2.517
H  1.848  -2.093  -2.122
H  4.921  -1.768  -7.108
H  -3.962  4.576  4.055
H  4.207  -3.057  -1.168
H  1.678  -1.627  2.047
H  4.954  0.600  -3.482
H  4.084  -2.757  1.530
H  -3.074  1.333  2.366
H  0.925  2.617  0.872
H  5.988  0.462  -5.981
H  -4.468  -1.055  3.432
H  0.015  1.783  -1.804
H  -4.464  -0.958  1.669
H  3.301  -2.851  -5.229
H  0.540  -1.306  -0.157
H  -4.825  1.324  2.060
H  3.438  -1.369  -3.212
H  -4.469  2.724  5.378
H  -5.741  2.654  4.162

Results of the Mulliken charge analysis, in e, for atoms 1 through 6: 0.84, -0.62, -0.46, -0.28, -0.16, -0.09

=====

DFT (ωB97M-V/def2-TZVPD) results for C49H43CdI2N7O3SSi as an isolated structure.

- calculated total energy (hartree) = -3952.9682
- Kohn-Sham gap (eV) = 5.25
- net charge = -2
- ΔE to the lowest compared entry with this formula, charge and spin (kJ/mol) = 73.1

Geometry (Å):
I  4.667  0.032  3.655
I  8.171  -4.058  0.817
Cd  1.155  0.272  0.030
S  -4.972  1.167  1.909
Si  -0.686  -0.230  -1.673
O  2.448  0.960  -1.863
O  3.053  -0.539  1.171
O  0.360  0.751  2.071
N  -2.566  1.293  1.014
N  -4.164  1.726  -0.644
N  0.993  2.923  1.597
N  2.015  -2.433  -0.863
N  1.299  2.515  0.328
N  -2.449  1.081  2.313
N  0.490  -2.333  1.302
C  -1.258  1.249  -2.791
C  -1.810  2.264  -4.923
C  -1.800  3.610  -2.949
C  2.548  2.051  -3.916
C  2.312  3.138  -4.715
C  5.468  -2.942  -0.082
C  -2.433  -0.983  -1.274
C  -4.751  -1.443  -1.818
C  6.216  -2.031  2.018
C  4.330  -2.167  -0.057
C  -3.652  0.851  4.432
C  1.334  3.417  -0.588
C  -0.174  -1.497  -3.027
C  0.831  1.250  4.741
C  0.116  2.592  6.590
C  -0.152  -2.133  2.441
C  3.394  -2.185  -1.231
C  -3.718  2.212  5.125
C  1.685  3.241  -1.972
C  -0.235  3.602  5.711
C  0.659  1.415  6.100
C  -3.538  0.996  2.961
C  0.625  1.938  2.393
C  -0.047  3.446  4.347
C  -0.617  -2.819  -3.031
C  0.906  -3.549  0.997
C  -0.039  -4.445  3.004
C  -3.515  -0.909  -2.145
C  4.056  -1.276  1.041
C  -3.854  -2.188  0.272
C  -1.443  2.499  -2.203
C  -2.632  -1.631  -0.061
C  2.235  2.025  -2.521
C  -3.782  1.382  0.605
C  6.404  -2.868  0.935
C  1.770  4.298  -4.170
C  0.481  2.261  3.847
C  1.699  -3.714  -0.282
C  0.640  -4.645  1.816
C  1.477  4.329  -2.824
C  5.062  -1.293  2.051
C  -4.923  -2.093  -0.606
C  1.354  -2.090  -4.817
C  0.897  -3.400  -4.801
C  0.825  -1.160  -3.942
C  -1.985  3.496  -4.316
C  -0.089  -3.762  -3.896
C  -1.445  1.163  -4.170
C  -0.434  -3.158  3.334
H  2.137  -1.801  -5.508
H  -0.443  -4.788  -3.863
H  -1.805  -1.695  0.631
H  -2.774  0.312  4.788
H  2.989  1.152  -4.336
H  -1.272  2.602  -1.140
H  -3.786  2.079  6.203
H  2.546  3.095  -5.776
H  -0.948  -2.954  4.262
H  1.316  -4.136  -5.478
H  3.396  -1.186  -1.679
H  0.941  0.626  6.783
H  -5.587  -1.365  -2.508
H  -2.260  4.360  -4.908
H  -1.391  -3.109  -2.332
H  -4.587  2.774  4.792
H  -0.247  -5.278  3.663
H  0.971  -5.633  1.529
H  -1.951  2.163  -5.993
H  1.050  5.238  -2.413
H  -0.321  4.232  3.659
H  2.617  -4.264  -0.037
H  1.067  4.448  -0.308
H  -0.428  -1.104  2.636
H  -0.668  4.515  6.102
H  -3.385  -0.434  -3.107
H  -1.915  4.573  -2.468
H  3.771  -2.916  -1.979
H  -5.879  -2.536  -0.353
H  1.419  -2.242  -1.658
H  -3.397  1.718  -1.309
H  -4.551  0.279  4.668
H  -0.031  2.721  7.655
H  1.121  -4.350  -0.975
H  6.946  -1.960  2.812
H  -5.026  1.330  -0.983
H  1.241  0.337  4.337
H  -2.826  2.791  4.905
H  -3.981  -2.691  1.226
H  1.189  -0.145  -3.949
H  -1.297  0.216  -4.670
H  5.646  -3.609  -0.920
H  1.585  5.163  -4.795

Results of the Mulliken charge analysis, in e, for atoms 1 through 6: -0.04, -0.10, 5.21, -0.31, -0.07, -0.69

=====

Question: Which value of Kohn-Sham gap does entry 2 give?
Answer: 10.47 eV